Record 1
Formula: C34H45BBrClFO25P
Source: the OMol25 dataset
Level of theory: ωB97M-V/def2-TZVPD

Computed properties:
E_LUMO = -1.674 eV
calculated total energy = -6704.025899 Eh
SMILES string = CC[C@@H](F)C1=C(B(C)O)C(=O)C([C@H](Br)CC)=C(P(O)Cl)C1=O.O=C1OCCO1.O=C1OCCO1.O=C1OCCO1.O=C1OCCO1.O=C1OCCO1.O=C1OCCO1.O=C1OCCO1
E_HOMO = -9.292 eV
Kohn-Sham gap = 7.618 eV

Positions of all 109 atoms, in Å:
C: 4.17882 7.21294 -0.86578
C: 2.64780 7.17124 -0.85968
C: 2.10913 6.25486 0.24480
F: 1.63196 7.02508 1.30138
C: 1.03050 5.29427 -0.20324
C: 1.27661 4.25126 -1.00613
B: 2.68552 3.86341 -1.63006
C: 3.10108 4.29930 -3.07606
O: 3.55391 3.10992 -0.90203
C: 0.12482 3.37805 -1.34682
O: 0.01174 2.83780 -2.42645
C: -0.92159 3.17982 -0.28216
C: -1.55013 1.81455 -0.26660
Br: -3.31462 1.85306 -1.11497
C: -1.57492 1.09681 1.09760
C: -0.84190 -0.24060 1.04479
C: -1.17962 4.24457 0.49379
P: -2.40467 4.20958 1.87110
O: -2.04236 5.59870 2.63558
Cl: -4.16689 4.74295 0.93684
C: -0.39018 5.49387 0.23772
O: -0.90483 6.58207 0.29945
H: 4.52918 7.64242 0.07564
H: 4.56311 7.80620 -1.69250
H: 4.59592 6.20482 -0.91642
H: 2.25228 8.16865 -0.67076
H: 2.28127 6.83176 -1.82896
H: 2.92949 5.66349 0.66658
H: 4.04060 4.85568 -3.07083
H: 3.28581 3.39102 -3.66017
H: 2.33039 4.87365 -3.58708
H: 3.26090 2.97704 0.00886
H: -0.98084 1.20530 -0.96340
H: -2.61482 0.91638 1.37096
H: -1.16703 1.73013 1.88420
H: -1.37715 -0.94926 0.41419
H: 0.18812 -0.13747 0.70060
H: -0.81866 -0.65701 2.05185
H: -2.32304 6.37245 2.12120
O: -0.07754 -3.36895 0.96305
C: -0.20034 -3.79090 -0.14743
O: 0.60641 -4.71710 -0.69985
C: 0.00677 -5.15684 -1.92476
C: -0.85639 -3.97228 -2.30352
O: -1.16386 -3.40967 -1.01195
H: 0.77924 -5.37692 -2.65631
H: -0.57110 -6.05998 -1.72109
H: -0.31379 -3.24542 -2.89976
H: -1.77419 -4.24617 -2.81576
O: -0.39729 -9.62301 2.29292
C: -0.10191 -8.50138 2.56222
O: 0.73092 -8.14574 3.56519
C: 1.03184 -6.74643 3.42782
C: -0.15576 -6.23910 2.64192
O: -0.54918 -7.41016 1.90278
H: 1.13108 -6.28527 4.40706
H: 1.96594 -6.64271 2.87985
H: -0.97775 -5.94111 3.29041
H: 0.09115 -5.42608 1.96654
O: -2.08113 4.23724 -8.22315
C: -1.94004 3.89459 -7.09510
O: -0.74023 3.74727 -6.47804
C: -0.97067 3.52492 -5.07928
C: -2.38344 2.97690 -5.07379
O: -2.94645 3.57380 -6.25065
H: -0.23309 2.83708 -4.67676
H: -0.89508 4.47843 -4.55436
H: -2.41137 1.89067 -5.18117
H: -2.95550 3.26114 -4.19536
O: -1.71711 -4.51197 6.80042
C: -1.72244 -3.71765 5.91646
O: -1.44661 -4.00422 4.62192
C: -1.77444 -2.85961 3.82049
C: -1.68460 -1.73398 4.83000
O: -1.99611 -2.40131 6.06141
H: -1.07802 -2.77057 2.99213
H: -2.78461 -2.98765 3.42656
H: -0.67354 -1.32655 4.90012
H: -2.38734 -0.92609 4.65073
O: -3.84784 0.95798 4.07238
C: -4.27560 1.12037 5.17083
O: -3.63050 0.76684 6.30564
C: -4.35421 1.29773 7.42173
C: -5.74592 1.47384 6.84607
O: -5.47290 1.67547 5.45490
H: -4.30714 0.60321 8.25557
H: -3.90004 2.24686 7.71018
H: -6.35956 0.57839 6.95456
H: -6.27942 2.33112 7.24658
O: 2.84358 -4.77323 1.40918
C: 3.95181 -5.19212 1.34763
O: 4.90494 -4.74784 0.49331
C: 6.15591 -5.33438 0.86382
C: 5.71880 -6.58155 1.60941
O: 4.44270 -6.19108 2.12281
H: 6.74516 -5.54054 -0.02541
H: 6.69487 -4.63409 1.50416
H: 5.58288 -7.43804 0.94729
H: 6.37845 -6.85654 2.42766
O: -0.05072 -2.45837 -5.06070
C: 0.06302 -1.74712 -6.00890
O: 0.39755 -2.18042 -7.24260
C: 0.23551 -1.09876 -8.16726
C: 0.35238 0.11069 -7.26164
O: -0.11096 -0.40720 -6.00453
H: 1.00409 -1.14804 -8.93295
H: -0.74816 -1.17917 -8.63183
H: 1.38316 0.44709 -7.14146
H: -0.26468 0.94680 -7.57283

Here are the Löwdin charges for atoms 1 to 4, given in e: -0.085, -0.159, -0.264, 0.005

---

Record 2
Formula: C6H10O
Source: the OMol25 dataset
Level of theory: ωB97M-V/def2-TZVPD

Computed properties:
⟨S²⟩ = 0.78
E_LUMO (alpha / beta) = 2.490 / 2.489 eV
calculated total energy = -309.692949 Eh
2S+1 = 2
E_HOMO (alpha / beta) = 0.099 / -2.796 eV
Kohn-Sham gap (alpha / beta) = 2.391 / 5.284 eV
charge = -1

Positions of all 17 atoms, in Å:
C: -2.05618 -1.80870 -1.02099
C: -3.34042 -1.49643 -0.46113
C: 0.09252 -1.15198 -1.86278
C: -1.00889 -0.78657 -1.15413
C: -1.08214 0.09676 0.09793
C: 0.08362 0.39144 0.80844
H: -1.85379 -2.83088 -1.37197
H: -4.18251 -2.28931 -0.69231
H: -3.31981 -0.64191 0.32099
H: 1.00995 -0.69952 -1.72911
H: 0.01979 -2.02206 -2.39968
H: -1.93986 0.70250 0.13033
H: 0.05012 1.09503 1.69414
H: 1.06973 0.06609 0.49461
H: 5.10506 4.49629 2.56467
H: 6.13333 3.41416 2.13476
O: 5.21949 3.46507 2.44624

Here are the Löwdin charges for atoms 1 to 4, given in e: -0.236, -0.144, -0.085, -0.413

---

Record 3
Formula: C31H31Cl8GeMgN3PSSb
Source: the OMol25 dataset
Level of theory: ωB97M-V/def2-TZVPD

Computed properties:
⟨S²⟩ = 0.79
E_LUMO (alpha / beta) = -3.239 / -3.307 eV
calculated total energy = -8302.416528 Eh
2S+1 = 2
E_HOMO (alpha / beta) = -9.509 / -10.594 eV
Kohn-Sham gap (alpha / beta) = 6.270 / 7.287 eV
charge = +1

Positions of all 78 atoms, in Å:
Mg: 0.77504 -1.27222 0.69183
Cl: 4.22509 -2.88005 -0.02908
C: 3.89764 -1.21092 -0.42685
C: 2.60517 -0.75065 -0.25946
C: 2.40340 0.57386 -0.58851
Cl: 0.74119 1.13837 -0.35917
C: 3.37830 1.44647 -1.04695
Cl: 3.01891 3.08446 -1.40935
C: 4.67052 0.93714 -1.19725
Cl: 5.92735 1.95922 -1.75928
C: 4.93633 -0.40244 -0.88918
Cl: 6.52517 -1.02418 -1.07784
C: -5.63944 4.29486 -1.15617
C: -5.15841 3.16064 -1.79084
C: -4.16357 2.40295 -1.18792
C: -3.64971 2.75958 0.05593
C: -4.13256 3.90996 0.67857
C: -5.12041 4.67158 0.07630
P: -2.38778 1.66488 0.80786
C: -3.32119 0.87204 2.16566
C: -3.55181 -0.61070 2.01022
C: -4.25488 -1.22714 3.17871
C: -4.74121 -0.49530 4.20715
C: -4.56130 0.91031 4.25150
C: -3.84336 1.55377 3.22924
C: -1.28759 2.85864 1.64684
C: -0.79582 3.92863 0.89595
C: 0.17716 4.76794 1.41284
C: 0.68426 4.54724 2.68706
C: 0.20383 3.48730 3.44071
C: -0.77508 2.64854 2.92378
H: -6.41038 4.89265 -1.62415
H: -5.54884 2.87164 -2.75798
H: -3.77291 1.52804 -1.69595
H: -3.72306 4.22286 1.63133
H: -5.48570 5.56428 0.56724
H: -2.56538 -1.09634 1.90409
H: -4.40730 -2.30068 3.15304
H: -5.27494 -0.98642 5.01149
H: -4.96519 1.48514 5.07300
H: -3.69337 2.62518 3.30030
H: -1.17698 4.10709 -0.10351
H: 0.54262 5.59583 0.81917
H: 1.44342 5.20397 3.09102
H: 0.58385 3.31684 4.44083
H: -1.14974 1.82843 3.52191
Cl: 0.53659 -3.50879 1.68273
Ge: 1.20051 -4.98985 -0.03401
Cl: -0.75957 -5.96582 -0.15850
Cl: 0.49925 -3.07236 -1.74459
C: -2.84777 -3.89514 -1.99488
Sb: -1.76929 -2.30649 -1.08503
C: -1.86450 -0.99610 -2.75580
C: -4.33157 -0.90426 0.71303
H: -3.69477 -3.46111 -2.52604
H: -3.18602 -4.61751 -1.25931
H: -2.17687 -4.37487 -2.70554
H: -2.87262 -0.58276 -2.81281
H: -1.65255 -1.55588 -3.66489
H: -1.15320 -0.18178 -2.63307
H: -4.45639 -1.98119 0.56288
H: -3.81138 -0.47070 -0.14718
H: -5.32332 -0.45114 0.74876
C: -1.68910 -1.29630 5.85002
C: -1.44460 0.00279 5.08160
C: -0.18550 -0.05001 4.28218
N: -0.12092 -0.42463 3.05662
N: 1.15969 -0.41121 2.54836
C: 2.06257 -0.01842 3.40608
N: 3.36321 0.09681 3.10274
S: 1.37774 0.35774 4.94898
H: -2.61641 -1.22622 6.41689
H: -0.87882 -1.50549 6.54966
H: -1.77134 -2.13656 5.16023
H: -1.40746 0.85264 5.76630
H: -2.26092 0.18599 4.38185
H: 3.67183 -0.18814 2.18504
H: 4.04703 0.34333 3.79352

Here are the Löwdin charges for atoms 1 to 4, given in e: 0.198, 0.632, -0.717, -0.304

---

Record 4
Formula: C5H8O
Source: the OMol25 dataset
Level of theory: ωB97M-V/def2-TZVPD

Computed properties:
E_LUMO (alpha / beta) = 0.386 / 0.386 eV
calculated total energy = -270.367324 Eh
E_HOMO (alpha / beta) = -7.367 / -7.368 eV
Kohn-Sham gap (alpha / beta) = 7.752 / 7.754 eV

Positions of all 14 atoms, in Å:
C: -1.33892 -0.72350 0.14028
C: -0.01495 -0.86181 0.77599
O: 0.94532 -1.05531 -0.31751
C: 1.33823 0.14328 -0.73813
C: 0.99891 1.16292 0.14460
C: 0.10220 0.60601 1.02366
H: -0.89325 0.17711 -1.20760
H: -1.64541 -1.48394 -0.57324
H: -2.13513 -0.33127 0.76148
H: 0.22960 -1.60844 1.54311
H: 1.97167 0.15108 -1.61455
H: -0.29086 0.48504 -1.70987
H: 1.21485 2.21274 0.00098
H: -0.48225 1.12608 1.77081

Here are the Löwdin charges for atoms 1 to 4, given in e: -0.068, -0.355, -0.038, -0.194

---

Record 5
Formula: C5H6Br2
Source: the OMol25 dataset
Level of theory: ωB97M-V/def2-TZVPD

Computed properties:
E_LUMO = 0.677 eV
calculated total energy = -5342.114258 Eh
SMILES string = Br[C@@H]1C=CC[C@H]1Br
E_HOMO = -9.826 eV
Kohn-Sham gap = 10.503 eV

Positions of all 13 atoms, in Å:
Br: 2.43367 1.18451 -0.10748
C: 0.61348 0.91144 0.52322
C: 0.51751 -0.43558 1.16809
C: -0.08059 -1.30730 0.38989
C: -0.50482 -0.66142 -0.93273
C: -0.39807 0.77930 -0.62309
Br: -2.08772 1.46041 0.01288
H: 0.31245 1.66589 1.12038
H: 0.82401 -0.75135 2.18482
H: -0.28204 -2.38193 0.55779
H: 0.24608 -0.82689 -1.65775
H: -1.56971 -0.86779 -1.07287
H: -0.02424 1.23069 -1.56316

Here are the Löwdin charges for atoms 1 to 4, given in e: 0.702, -0.742, -0.177, -0.089

---

Relative energy (zero: lowest compared OMol25 entry of this formula, charge and spin) / kcal/mol: 0.0 59.7 38.3 119.6 0.0